Record 1
Formula: C4H4O2
Source: OMol25
Level of theory: wB97M-V/def2-TZVPD

Geometry as XYZ:
```
10
Properties=species:S:1:pos:R:3:forces:R:3:lowdin_charge:R:1
O -0.55796 0.56245 -0.72440 0.30 0.29 0.38 -0.015
C 2.39629 -0.14947 -0.16010 1.24 0.70 -1.19 0.191
H -1.84328 -0.99892 -0.16855 0.02 0.18 -0.05 0.099
C 0.55192 0.30923 -0.04154 -0.43 -1.05 0.87 -0.587
C -1.70744 0.07273 -0.00640 -0.31 -0.05 0.05 -0.037
H 2.85789 -1.09414 0.01371 0.30 -0.03 0.07 0.094
O 0.56319 -0.50425 0.89827 -1.06 0.69 0.03 0.016
H -1.53941 0.24548 1.05778 -0.29 -0.05 -0.15 0.094
H -2.55759 0.64446 -0.36946 0.06 -0.08 -0.09 0.094
C 1.83639 0.91241 -0.49931 0.17 -0.61 0.08 0.050
```
Forces are in eV/Å.

Summary:
2S+1 ... 1
Total charge ... 0

---

Record 2
Formula: C4H4O2
Source: OMol25
Level of theory: wB97M-V/def2-TZVPD

Geometry as XYZ:
```
10
Properties=species:S:1:pos:R:3:forces:R:3:lowdin_charge:R:1
H 0.54729 0.85813 -1.51174 0.84 0.33 0.89 0.107
H -0.52389 -1.20791 1.55776 0.40 2.07 -1.35 0.157
O -2.48030 1.00558 0.36598 -1.32 1.36 0.48 0.112
H 1.70341 -0.59968 0.82494 1.11 -0.86 1.12 0.085
C 1.29010 0.55918 -0.73039 1.88 1.00 -4.03 0.078
C -0.37896 -0.30145 0.81054 -2.56 -3.35 -0.44 0.179
O -1.72127 -0.83553 -0.72862 0.78 -0.46 0.72 0.097
C 0.93003 -0.18031 0.26749 -1.26 -0.03 2.26 -0.211
C -1.79231 0.09075 0.10146 2.35 -0.25 0.19 -0.718
H 2.42590 0.61125 -0.95740 -2.22 0.19 0.16 0.115
```
Forces are in eV/Å.

Summary:
2S+1 ... 1
Total charge ... 0

---

Record 3
Formula: C4H4O2
Source: OMol25
Level of theory: wB97M-V/def2-TZVPD

Geometry as XYZ:
```
10
Properties=species:S:1:pos:R:3:forces:R:3:lowdin_charge:R:1
C -1.20143 -0.02639 0.99177 -0.59 0.18 0.12 -0.267
C -0.09361 -0.65358 1.24616 0.03 0.06 -0.09 -0.057
C 1.14783 -0.94145 0.89487 -0.13 0.03 0.01 0.060
O 0.95126 0.68959 -1.51056 -0.53 0.16 -0.16 -0.031
H -0.96008 0.04151 -1.70252 0.12 0.05 -0.01 0.101
C -0.24242 0.81646 -1.37146 0.33 0.06 -0.18 -0.162
O -2.26659 0.46502 0.92194 0.80 -0.43 0.13 0.144
H 1.79561 -1.57891 1.49355 -0.16 0.07 0.00 0.068
H -0.69115 1.72512 -0.93023 0.10 -0.05 -0.05 0.096
H 1.56058 -0.53738 -0.03352 0.03 -0.14 0.22 0.048
```
Forces are in eV/Å.

Summary:
2S+1 ... 1
Total charge ... 0

---

Record 4
Formula: C4H4O2
Source: OMol25
Level of theory: wB97M-V/def2-TZVPD

Geometry as XYZ:
```
10
Properties=species:S:1:pos:R:3:forces:R:3:lowdin_charge:R:1
C -1.11949 0.38961 -0.19704 0.21 0.17 0.09 -0.199
O 0.19962 -1.39619 -1.01381 0.04 0.36 0.30 0.104
H -1.85573 -1.32892 -0.54254 -0.18 0.01 0.00 0.084
H -1.09874 1.05026 0.67544 0.05 -0.17 -0.09 0.127
C 2.40024 0.40414 0.88883 -0.44 -0.03 -0.26 0.161
H -1.26350 1.01971 -1.09412 0.10 -0.09 0.16 0.135
O -2.15068 -0.54722 -0.04999 -0.05 -0.07 -0.14 -0.045
H 3.28564 0.64802 1.43829 -0.19 -0.02 -0.14 0.043
C 1.40493 0.12335 0.26963 0.56 0.12 0.30 -0.023
C 0.19770 -0.36276 -0.37469 -0.11 -0.28 -0.21 -0.386
```
Forces are in eV/Å.

Summary:
2S+1 ... 1
Total charge ... 0

---

The records above give, respectively, ΔE to the lowest compared entry with this formula, charge and spin values of 4.068; 2.980; 2.806; 1.932 eV.